Record 1
Below is C29H41Cl5HfP2 as an isolated structure at a distorted geometry, with properties calculated with ωB97M-V with the def2-TZVPD basis set.

The net charge is +2. For the frontier orbital gap, the calculation gives 3.43 eV. The calculation puts the HOMO energy at -12.6458 eV. The relative energy (zero: lowest compared OMol25 entry of this formula, charge and spin) comes out at 0.5 kcal/mol.

Each line ends with the Löwdin charge.
Atoms and positions in Å:
Hf: -0.18 -1.82 0.57  1.7829
C: 1.39 -3.45 1.73  -0.2591
C: 1.31 -2.33 2.63  -0.2554
C: -0.83 -3.22 2.40  -0.2696
C: 0.08 -4.00 1.56  -0.2699
C: -0.07 -2.19 3.03  -0.2707
C: 2.64 -4.09 1.23  -0.0140
H: 3.45 -3.35 1.11  0.0876
H: 2.47 -4.58 0.26  0.0895
H: 3.00 -4.87 1.93  0.1272
C: -0.22 -5.15 0.70  -0.0616
H: 0.59 -5.42 0.02  0.0970
H: -1.08 -4.89 0.07  -0.0021
H: -0.50 -6.04 1.29  0.1079
C: -2.28 -3.42 2.61  -0.0460
H: -2.49 -4.25 3.30  0.1215
H: -2.74 -3.67 1.65  -0.0136
H: -2.79 -2.52 2.98  0.0962
C: -0.60 -1.26 4.06  -0.0004
H: -0.58 -1.73 5.07  0.1292
H: -1.64 -0.99 3.85  0.0913
H: -0.01 -0.33 4.11  0.0848
C: 2.46 -1.64 3.25  0.0041
H: 2.71 -2.09 4.23  0.1267
H: 2.23 -0.58 3.42  0.0873
H: 3.35 -1.72 2.60  0.0833
C: 0.72 -1.32 -1.40  -0.2021
C: 1.84 -1.53 -0.56  -0.1656
C: 2.66 -0.34 -0.07  -0.1368
C: 1.82 0.79 0.55  -0.1455
C: 0.58 0.29 1.29  -0.1411
C: -0.71 0.32 0.67  -0.1888
C: -0.84 0.71 -0.79  -0.1763
C: 0.22 0.07 -1.77  -0.1942
H: 3.26 0.09 -0.89  0.1542
H: 1.59 1.56 -0.20  0.0639
H: 3.40 -0.68 0.66  0.1105
H: 1.02 0.80 -1.99  0.1133
H: 0.37 -2.15 -2.05  0.1388
H: 2.45 -2.42 -0.71  0.1235
H: -0.31 -0.08 -2.72  0.0575
H: -1.84 0.40 -1.12  0.0553
H: -1.62 0.42 1.30  0.1607
H: -0.82 1.80 -0.94  0.1407
H: 2.46 1.33 1.28  0.1434
H: 0.63 0.48 2.36  0.1053
P: 1.68 4.13 -1.86  0.7606
C: 1.56 3.78 -3.68  -0.3270
C: 3.31 4.99 -1.86  -0.3096
P: -0.21 5.77 -0.14  0.7457
C: 0.58 5.64 -1.82  -0.6066
C: 0.73 7.23 0.49  -0.3223
C: -1.75 6.66 -0.65  -0.3305
H: 0.56 3.39 -3.89  0.0264
H: 2.30 3.00 -3.93  0.0305
H: 1.75 4.68 -4.27  0.0507
H: 3.37 5.75 -2.66  0.0509
H: 4.09 4.23 -2.03  0.0330
H: 3.47 5.46 -0.89  0.0320
H: -1.53 7.55 -1.24  0.0485
H: -2.30 6.94 0.25  0.0366
H: -2.37 5.97 -1.24  0.0281
H: -0.22 5.51 -2.57  0.0449
H: 1.17 6.55 -2.04  0.0552
H: 0.25 7.56 1.42  0.0385
H: 0.73 8.06 -0.24  0.0468
H: 1.76 6.93 0.71  0.0255
Cl: -3.15 -5.54 0.63  0.7684
C: -3.47 -4.39 -0.60  -0.6667
C: -2.70 -3.25 -0.90  -0.1112
C: -3.14 -2.54 -2.02  -0.6661
Cl: -2.23 -1.22 -2.71  0.7681
C: -4.32 -2.81 -2.76  -0.6836
Cl: -4.76 -1.81 -4.12  0.6968
C: -5.08 -3.94 -2.40  -0.7005
Cl: -6.47 -4.34 -3.31  0.7416
C: -4.64 -4.73 -1.33  -0.6926
Cl: -5.53 -6.14 -0.90  0.7167

Record 2
Below is C29H41N8O6P2Pd as an isolated structure at a distorted geometry, with properties calculated with ωB97M-V with the def2-TZVPD basis set.

For the frontier orbital gap (alpha / beta), the calculation gives 6.07 / 7.14 eV. Its spin multiplicity is 4. The calculation puts the HOMO energy (alpha / beta) at -5.6651 / -7.2946 eV. The relative energy (zero: lowest compared OMol25 entry of this formula, charge and spin) comes out at 16.6 kcal/mol.

Each line ends with the Mulliken spin population.
Atoms and positions in Å:
Pd: 0.23 -0.50 -0.01  0.8627
C: 3.50 5.58 -4.90  0.0019
O: 4.05 6.27 -3.80  0.0242
C: 3.31 6.35 -2.66  0.1517
C: 2.05 5.78 -2.49  -0.0818
C: 1.40 5.91 -1.28  0.1844
C: 1.99 6.60 -0.19  -0.0241
C: 3.24 7.21 -0.41  0.1380
C: 3.89 7.08 -1.61  -0.0830
N: 1.44 6.67 1.04  0.5097
N: 0.32 6.09 1.32  0.5591
C: 0.00 4.82 1.34  0.0543
C: -1.37 4.45 1.37  0.1568
C: -1.77 3.16 1.13  -0.1241
C: -0.86 2.11 0.83  0.1597
O: -1.30 0.96 0.47  0.2512
C: 0.54 2.43 0.95  0.0647
N: 1.44 1.44 0.74  0.0705
C: 2.72 1.65 0.96  -0.0552
C: 3.21 2.88 1.41  0.0662
C: 2.33 3.93 1.55  -0.0379
C: 0.98 3.74 1.29  0.0793
H: 4.24 5.64 -5.70  0.0001
H: 2.57 6.06 -5.25  0.0003
H: 3.30 4.53 -4.66  0.0013
H: 1.57 5.24 -3.29  -0.0046
H: 0.42 5.46 -1.15  0.0259
H: 3.70 7.76 0.40  -0.0018
H: 4.85 7.53 -1.79  -0.0028
H: -2.09 5.23 1.52  0.0013
H: -2.83 2.92 1.11  -0.0009
H: 3.39 0.82 0.77  -0.0025
H: 4.26 3.00 1.65  0.0025
H: 2.68 4.91 1.86  -0.0111
C: -0.36 -3.99 -2.13  -0.0006
N: 0.34 -3.55 -0.93  0.0009
C: -0.56 -3.37 0.21  0.0036
P: 1.70 -2.61 -1.02  -0.0150
O: 2.10 -1.81 0.15  0.0343
O: 1.60 -1.69 -2.39  0.0044
P: 0.35 -0.75 -2.82  -0.0096
O: -0.92 -0.98 -2.12  0.0181
N: 0.20 -1.26 -4.40  -0.0003
C: 1.30 -1.61 -5.27  -0.0002
C: -1.03 -0.95 -5.11  0.0003
N: 0.97 0.79 -2.66  -0.0001
C: 0.04 1.88 -2.40  0.0117
C: 2.17 1.17 -3.37  0.0002
N: 2.93 -3.66 -1.40  0.0006
C: 4.27 -3.09 -1.43  -0.0009
C: 2.74 -4.80 -2.26  0.0006
H: -0.65 -5.03 -2.01  0.0005
H: 0.28 -3.89 -3.01  0.0001
H: -1.26 -3.39 -2.31  0.0004
H: -1.10 -4.30 0.37  -0.0007
H: -1.29 -2.56 0.05  0.0014
H: 0.03 -3.14 1.10  -0.0005
H: 2.20 -1.78 -4.69  0.0001
H: 1.49 -0.83 -6.02  0.0000
H: 1.06 -2.53 -5.81  0.0000
H: -1.78 -0.59 -4.40  0.0006
H: -1.42 -1.85 -5.60  0.0000
H: -0.87 -0.19 -5.88  0.0000
H: -0.82 1.50 -1.85  -0.0018
H: -0.32 2.35 -3.33  0.0000
H: 0.53 2.65 -1.80  -0.0011
H: 2.77 0.29 -3.59  0.0003
H: 2.77 1.84 -2.74  0.0005
H: 1.95 1.69 -4.31  -0.0004
H: 4.33 -2.30 -0.69  0.0016
H: 4.53 -2.68 -2.41  0.0000
H: 4.99 -3.86 -1.17  -0.0002
H: 1.81 -5.30 -1.99  0.0000
H: 3.56 -5.50 -2.11  0.0000
H: 2.71 -4.54 -3.33  0.0001
O: -0.17 -1.21 2.36  0.0055
N: 0.47 -0.38 3.10  0.0017
C: -0.16 0.70 3.62  0.0086
C: 0.51 1.59 4.42  0.0104
C: 1.85 1.38 4.73  -0.0008
C: 2.48 0.27 4.19  -0.0019
C: 1.78 -0.58 3.38  -0.0002
H: -1.20 0.80 3.34  -0.0069
H: -0.02 2.45 4.80  -0.0015
H: 2.38 2.07 5.37  0.0003
H: 3.52 0.07 4.40  -0.0001
H: 2.21 -1.45 2.89  0.0002

Record 3
Below is C29H42BO7Pt as an isolated structure at a distorted geometry, with properties calculated with ωB97M-V with the def2-TZVPD basis set.

The net charge is -1. For the frontier orbital gap (alpha / beta), the calculation gives 2.13 / 5.78 eV. Its spin multiplicity is 5. The calculation puts the HOMO energy (alpha / beta) at 0.1658 / -3.9853 eV.

Each line ends with the Mulliken spin population.
Atoms and positions in Å:
C: 4.47 -1.63 -0.97  -0.0222
C: 4.28 -0.13 -0.60  0.0023
C: 3.36 -2.45 -0.27  0.0073
C: 2.94 -1.61 0.92  -0.0107
H: 3.71 -3.45 0.00  0.0030
H: 2.49 -2.52 -0.95  0.0017
C: 3.16 -0.16 0.43  0.0141
H: 3.99 0.41 -1.50  -0.0059
H: 5.19 0.34 -0.21  0.0126
C: 1.86 0.07 -0.31  -0.0820
H: 3.24 0.58 1.24  0.0071
H: 3.55 -1.85 1.80  -0.0021
C: 1.43 -1.71 1.19  0.0195
C: 4.49 -1.95 -2.45  0.0090
C: 5.84 -2.20 -0.64  0.0017
O: 5.96 -3.14 0.13  -0.0003
O: 4.30 -1.17 -3.37  -0.0090
O: 4.83 -3.24 -2.63  -0.0005
O: 6.94 -1.72 -1.27  -0.0003
C: 7.06 -0.53 -2.10  0.0041
H: 6.38 0.29 -1.83  0.0000
H: 6.92 -0.81 -3.15  0.0002
H: 8.10 -0.23 -1.94  -0.0006
C: 4.98 -3.62 -4.00  0.0068
H: 4.03 -3.54 -4.53  -0.0015
H: 5.32 -4.65 -3.96  -0.0003
H: 5.73 -2.99 -4.49  0.0014
O: 0.83 -0.78 0.28  0.0645
H: 1.95 -0.21 -1.38  0.0042
H: 1.55 1.13 -0.30  0.0150
C: 1.23 -1.32 2.64  0.0112
C: 0.76 -3.06 0.97  0.0067
H: 1.43 -3.89 1.27  -0.0002
H: 0.48 -3.26 -0.08  0.0031
H: -0.16 -3.08 1.56  -0.0002
H: 0.17 -1.23 2.90  0.0098
H: 1.73 -0.38 2.91  0.0054
H: 1.66 -2.14 3.23  0.0002
Pt: -1.90 1.98 -0.07  0.4779
C: -1.47 3.66 1.05  0.1300
C: -0.29 2.74 1.29  0.2889
C: 0.80 3.30 0.54  0.5687
H: -0.19 2.08 2.15  0.0343
C: 0.31 4.36 -0.27  -0.1259
C: -1.03 4.63 0.03  0.5767
H: -1.63 5.47 -0.31  0.0047
H: -2.20 3.85 1.84  0.0400
H: 1.84 3.03 0.66  -0.0091
H: 0.93 4.94 -0.97  0.0142
C: -2.07 0.30 -1.46  -0.0819
C: -2.59 1.62 -2.00  0.3405
C: -1.56 2.11 -2.92  0.4417
H: -3.67 1.80 -2.10  0.0497
C: -0.54 1.16 -3.00  -0.1055
C: -0.84 0.05 -2.16  0.5435
H: -0.31 -0.90 -2.15  0.0415
H: -2.72 -0.47 -1.06  0.0363
H: -1.66 3.03 -3.50  0.0083
H: 0.34 1.21 -3.65  0.0114
C: -4.76 0.16 3.65  0.0054
C: -4.90 -0.01 2.14  -0.0762
C: -5.63 -1.31 1.88  0.0262
O: -3.59 -0.07 1.54  0.1019
B: -3.35 1.21 1.07  0.2508
O: -4.38 2.12 1.31  0.2904
C: -5.53 1.28 1.46  0.0018
C: -6.14 0.99 0.08  0.0263
C: -6.52 2.09 2.26  0.0017
H: -5.76 0.20 4.12  0.0009
H: -4.20 1.06 3.92  -0.0011
H: -4.24 -0.71 4.07  0.0059
H: -5.13 -2.13 2.39  0.0010
H: -6.65 -1.25 2.28  -0.0068
H: -5.70 -1.55 0.81  0.0048
H: -7.14 0.56 0.19  -0.0027
H: -6.23 1.94 -0.47  0.0022
H: -5.53 0.31 -0.53  0.0066
H: -6.13 2.37 3.24  0.0010
H: -6.73 3.02 1.71  0.0002
H: -7.46 1.56 2.39  -0.0012

Record 4
Below is C29H43AsGeIrN9O7S2Si3 as an isolated structure, with properties calculated with ωB97M-V with the def2-TZVPD basis set.

The net charge is -1. For the frontier orbital gap (alpha / beta), the calculation gives 7.57 / 7.03 eV. Its spin multiplicity is 2. The calculation puts the HOMO energy (alpha / beta) at -5.8204 / -5.7962 eV. The relative energy (zero: lowest compared OMol25 entry of this formula, charge and spin) comes out at 23.5 kcal/mol.

Each line ends with the Mulliken spin population.
Atoms and positions in Å:
Ir: 0.82 -1.64 0.10  0.5788
N: 2.02 -4.53 -1.10  0.0078
C: 2.64 -3.39 -1.53  -0.0061
N: 3.71 -3.33 -2.30  0.0018
N: 3.90 -2.01 -2.51  0.0003
N: 3.00 -1.32 -1.91  -0.0010
N: 2.18 -2.17 -1.27  -0.0507
C: 0.74 -4.53 -0.60  0.0278
N: 0.09 -5.62 -0.28  -0.0069
N: -1.11 -5.18 0.17  0.0289
N: -1.18 -3.91 0.10  -0.0067
N: -0.01 -3.43 -0.40  0.0341
H: 2.53 -5.40 -1.09  0.0003
O: 4.06 0.47 2.66  -0.0006
As: 3.02 -0.94 2.40  0.0041
O: 3.90 -2.31 2.35  0.0010
O: 2.19 -0.46 0.99  0.0875
C: 1.93 -0.69 4.00  0.0002
C: 2.54 -0.05 5.07  -0.0006
C: 1.87 0.13 6.27  0.0003
C: 0.57 -0.34 6.42  -0.0001
C: -0.05 -0.99 5.36  0.0011
C: 0.62 -1.16 4.16  0.0003
S: -0.20 -2.02 2.85  0.0145
O: 0.75 -3.01 2.36  0.0373
O: -1.46 -2.48 3.36  0.0039
O: -0.37 -0.97 1.77  0.0250
H: 4.79 0.41 2.04  -0.0001
H: 3.55 0.32 4.95  0.0001
H: 2.36 0.63 7.09  -0.0001
H: 0.05 -0.21 7.35  0.0000
H: -1.06 -1.37 5.45  0.0000
O: 0.65 1.30 -0.46  0.0963
S: 1.45 2.17 0.45  0.0264
C: 0.95 3.85 0.02  0.0030
C: 0.39 4.11 -1.22  0.0033
C: -0.01 5.40 -1.52  -0.0003
C: 0.14 6.42 -0.59  0.0002
C: 0.69 6.14 0.65  0.0003
C: 1.09 4.85 0.97  0.0001
C: 3.11 2.36 -0.21  0.0000
C: 4.05 3.05 0.55  -0.0010
C: 5.33 3.20 0.06  0.0003
C: 5.68 2.65 -1.17  -0.0001
C: 4.74 1.94 -1.90  0.0003
C: 3.44 1.81 -1.43  -0.0023
H: 0.28 3.29 -1.92  -0.0012
H: -0.45 5.61 -2.49  0.0000
H: -0.18 7.42 -0.83  0.0000
H: 0.79 6.93 1.39  0.0000
H: 1.49 4.62 1.95  0.0000
H: 3.78 3.44 1.52  0.0001
H: 6.07 3.74 0.65  0.0000
H: 6.69 2.75 -1.53  0.0000
H: 5.02 1.47 -2.84  -0.0001
H: 2.72 1.22 -1.97  0.0012
C: -3.30 -3.77 -2.37  0.0011
Si: -3.44 -2.56 -0.93  0.0077
C: -4.92 -1.48 -1.44  -0.0020
C: -3.97 -3.40 0.66  0.0007
Ge: -1.64 -0.93 -0.81  0.0811
Si: -2.58 0.80 0.59  0.0019
C: -1.62 2.05 1.59  0.0004
C: -3.73 -0.06 1.80  -0.0007
C: -3.59 1.79 -0.67  -0.0025
Si: -1.03 -0.56 -3.11  0.0034
C: -2.64 -0.33 -4.08  -0.0032
C: -0.16 -2.09 -3.76  0.0017
C: -0.01 0.95 -3.52  -0.0079
H: -4.12 -4.49 -2.27  0.0001
H: -2.37 -4.33 -2.39  -0.0001
H: -3.42 -3.26 -3.33  0.0001
H: -5.71 -2.16 -1.78  -0.0002
H: -4.70 -0.80 -2.26  -0.0001
H: -5.31 -0.90 -0.61  0.0002
H: -3.84 -4.48 0.56  0.0001
H: -5.02 -3.18 0.87  0.0001
H: -3.36 -3.09 1.51  0.0000
H: -0.83 1.59 2.19  -0.0002
H: -2.34 2.52 2.26  0.0000
H: -1.20 2.83 0.96  0.0000
H: -3.22 -0.90 2.28  0.0003
H: -4.64 -0.44 1.32  -0.0001
H: -4.03 0.64 2.58  -0.0001
H: -2.94 2.16 -1.47  0.0007
H: -4.03 2.67 -0.18  -0.0005
H: -4.40 1.21 -1.11  0.0000
H: -3.30 -1.19 -4.02  0.0004
H: -2.39 -0.17 -5.13  -0.0005
H: -3.18 0.55 -3.73  0.0001
H: -0.79 -2.97 -3.69  0.0005
H: 0.76 -2.28 -3.22  0.0033
H: 0.10 -1.93 -4.82  0.0003
H: -0.60 1.86 -3.38  -0.0002
H: 0.28 0.90 -4.58  0.0002
H: 0.89 1.02 -2.91  0.0052

Record 5
Below is a 7-piece molecular cluster, C29H43BF18N3O14 overall at a distorted geometry, with properties calculated with ωB97M-V with the def2-TZVPD basis set.

The net charge is +1. For the frontier orbital gap, the calculation gives 8.77 eV. The calculation puts the HOMO energy at -12.4397 eV.

Each line ends with the Löwdin charge.
Atoms and positions in Å:
C: 0.72 0.89 -0.91  0.0183
B: -0.66 0.24 -1.16  -0.4583
O: -0.88 -1.06 -0.74  0.1296
C: -1.91 0.91 -1.94  -0.0878
N: -3.18 0.18 -1.68  0.1952
C: -4.12 0.67 -0.90  -0.3348
N: -5.42 0.25 -1.07  0.1659
N: -3.80 1.60 0.07  0.1136
C: -2.68 2.53 -0.21  -0.0885
C: -2.21 2.38 -1.64  -0.3474
O: -1.11 3.22 -1.86  0.0259
H: 1.16 0.42 -0.02  0.0711
H: 1.41 0.63 -1.72  0.0742
H: 0.73 1.97 -0.72  0.0696
H: -0.80 -1.16 0.22  0.1144
H: -1.73 0.78 -3.01  0.1628
H: -3.60 -0.26 -2.49  0.1781
H: -6.02 0.82 -1.65  0.0812
H: -5.81 -0.55 -0.60  0.1199
H: -3.74 1.18 0.99  0.1558
H: -3.02 3.55 -0.03  0.1424
H: -1.86 2.33 0.48  0.1182
H: -3.04 2.68 -2.30  0.1655
H: -1.22 3.71 -2.68  0.1200
C: 6.25 0.64 2.49  -0.0491
C: 5.78 2.05 2.22  -0.1766
O: 5.66 2.30 0.79  0.0485
C: 4.56 1.85 0.22  -0.3979
O: 3.65 1.27 0.75  0.1526
C: 4.58 2.23 -1.28  -0.5402
F: 5.76 1.98 -1.83  0.1840
F: 4.31 3.53 -1.41  0.1714
F: 3.65 1.54 -1.95  0.1464
H: 7.19 0.44 1.98  0.0863
H: 6.40 0.51 3.56  0.0861
H: 5.51 -0.09 2.15  0.0774
H: 6.51 2.78 2.57  0.1308
H: 4.83 2.26 2.70  0.0938
C: -1.30 2.75 3.35  -0.0571
C: -0.73 1.35 3.45  -0.1977
O: 0.69 1.39 3.68  0.0337
C: 1.07 1.59 4.93  -0.3849
O: 0.35 1.75 5.87  0.1767
C: 2.61 1.57 5.03  -0.5450
F: 3.15 2.28 4.03  0.1570
F: 3.05 0.31 4.94  0.1713
F: 3.02 2.09 6.18  0.1851
H: -0.78 3.32 2.57  0.0845
H: -2.36 2.70 3.10  0.0767
H: -1.20 3.28 4.29  0.0859
H: -0.84 0.80 2.51  0.1083
H: -1.21 0.78 4.24  0.1301
C: -6.21 2.24 -7.52  -0.0510
C: -5.52 2.15 -6.18  -0.1915
O: -6.44 2.44 -5.09  0.0278
C: -7.22 1.44 -4.72  -0.4129
O: -7.23 0.33 -5.13  0.1784
C: -8.15 1.91 -3.57  -0.5376
F: -8.67 3.11 -3.80  0.1960
F: -7.43 1.99 -2.42  0.1143
F: -9.12 1.04 -3.37  0.1962
H: -6.67 3.22 -7.64  0.0890
H: -5.48 2.10 -8.32  0.0888
H: -6.98 1.48 -7.62  0.0838
H: -4.74 2.90 -6.08  0.1226
H: -5.08 1.17 -6.02  0.1207
C: 2.39 -2.28 -1.68  -0.0463
C: 3.47 -1.98 -2.71  -0.1827
O: 4.78 -2.27 -2.18  0.0358
C: 5.16 -3.54 -2.21  -0.3985
O: 4.53 -4.46 -2.63  0.1725
C: 6.59 -3.67 -1.64  -0.5525
F: 6.73 -2.97 -0.52  0.1642
F: 7.47 -3.21 -2.54  0.1719
F: 6.87 -4.94 -1.39  0.1812
H: 2.59 -1.74 -0.76  0.0844
H: 1.42 -1.98 -2.07  0.0519
H: 2.37 -3.34 -1.44  0.0881
H: 3.50 -0.92 -2.95  0.1143
H: 3.32 -2.54 -3.63  0.1244
C: 1.53 -0.01 8.40  -0.0666
C: 1.91 -0.36 9.82  -0.1828
O: 0.91 0.11 10.75  0.0365
C: -0.16 -0.65 10.88  -0.4028
O: -0.40 -1.68 10.31  0.1679
C: -1.11 -0.05 11.94  -0.5524
F: -1.26 1.27 11.77  0.1675
F: -0.61 -0.26 13.17  0.1708
F: -2.31 -0.62 11.87  0.1749
H: 1.35 1.07 8.30  0.0763
H: 2.33 -0.30 7.72  0.0783
H: 0.61 -0.52 8.10  0.0811
H: 2.83 0.15 10.12  0.1275
H: 2.05 -1.43 9.95  0.1268
C: 0.44 -5.88 -7.30  -0.0548
C: 0.18 -5.80 -5.82  -0.1761
O: 0.32 -4.43 -5.34  0.0377
C: -0.72 -3.64 -5.51  -0.4144
O: -1.78 -3.89 -6.01  0.1760
C: -0.40 -2.25 -4.91  -0.5340
F: 0.81 -1.82 -5.25  0.1730
F: -0.46 -2.31 -3.57  0.1493
F: -1.29 -1.34 -5.31  0.1554
H: 1.41 -5.47 -7.55  0.0863
H: 0.41 -6.92 -7.62  0.0877
H: -0.32 -5.33 -7.86  0.0801
H: 0.93 -6.35 -5.25  0.1283
H: -0.80 -6.17 -5.55  0.1268